(1)
ORCA calculation (ωB97M-V/def2-TZVPD) on a molecular structure, C39H58N6OS3Sr.

Structure (XYZ):
```
108
Properties=species:S:1:pos:R:3
Sr -0.716 -0.103 0.039
C 2.735 -0.740 0.324
C 2.897 0.514 -0.304
C 2.525 0.374 -1.658
C 2.112 -0.961 -1.866
C 2.223 -1.642 -0.636
C 1.965 -3.104 -0.404
C 1.677 -1.597 -3.157
C 2.566 1.491 -2.660
C 3.412 1.785 0.307
C 3.237 -1.144 1.678
H 2.892 -3.677 -0.249
H 1.443 -3.552 -1.252
H 1.338 -3.280 0.476
H 1.924 -0.962 -4.014
H 0.601 -1.810 -3.194
H 2.191 -2.551 -3.328
H 3.545 1.988 -2.682
H 1.823 2.273 -2.454
H 2.377 1.130 -3.677
H 4.272 2.189 -0.245
H 3.734 1.632 1.340
H 2.651 2.576 0.327
H 4.147 -1.758 1.608
H 2.516 -1.748 2.236
H 3.476 -0.275 2.296
S -2.876 0.749 1.939
C -2.604 2.401 1.505
S -1.322 2.837 0.440
C -3.453 3.396 2.020
C -4.535 3.111 2.897
N -5.423 2.953 3.621
C -3.265 4.776 1.729
N -3.155 5.903 1.495
C 1.213 4.478 2.344
N 2.426 4.099 3.051
C 2.626 2.900 3.635
S 1.501 1.678 3.671
N 3.874 2.763 4.188
C 4.250 1.595 4.954
H 0.951 5.508 2.584
H 0.400 3.822 2.640
H 1.329 4.369 1.266
H 3.251 4.647 2.866
H 4.344 3.621 4.427
H 4.057 0.698 4.370
H 3.690 1.511 5.891
H 5.317 1.658 5.169
C -1.725 -5.458 7.009
C -1.239 -4.486 5.968
C -1.839 -4.418 4.720
C -1.416 -3.522 3.741
C -2.144 -3.492 2.426
C -0.349 -2.663 4.054
C 0.144 -1.675 3.078
O -0.102 -1.714 1.891
C 0.265 -2.704 5.319
C 1.415 -1.795 5.678
C -0.185 -3.624 6.252
H -2.494 -6.115 6.605
H -2.149 -4.929 7.865
H -0.906 -6.077 7.380
H -2.670 -5.078 4.495
H -2.976 -4.196 2.448
H -1.494 -3.737 1.587
H -2.537 -2.496 2.212
H 0.775 -0.869 3.473
H 2.279 -1.970 5.033
H 1.719 -1.973 6.710
H 1.158 -0.740 5.576
H 0.291 -3.664 7.227
C -3.564 1.508 -5.889
C -3.001 0.327 -5.103
N -1.742 0.608 -4.442
C -0.541 0.592 -5.256
C 0.055 1.981 -5.471
C -1.658 0.833 -3.086
C -2.949 1.063 -2.352
N -0.562 0.859 -2.417
H -4.527 1.249 -6.337
H -2.885 1.801 -6.693
H -3.705 2.371 -5.237
H -2.845 -0.519 -5.781
H -3.720 -0.014 -4.362
H -0.806 0.144 -6.217
H 0.202 -0.069 -4.808
H -0.646 2.627 -6.003
H 0.980 1.916 -6.048
H 0.289 2.445 -4.513
H -3.405 0.100 -2.108
H -3.649 1.667 -2.929
H -2.729 1.596 -1.426
H 0.265 0.623 -2.956
C -3.484 -4.068 -3.827
C -3.978 -3.566 -2.463
C -4.282 -4.772 -1.564
C -5.267 -2.757 -2.666
C -2.950 -2.716 -1.836
C -2.097 -1.996 -1.325
H -4.250 -4.679 -4.318
H -2.580 -4.668 -3.704
H -3.238 -3.223 -4.473
H -5.049 -5.411 -2.015
H -4.635 -4.435 -0.588
H -3.377 -5.363 -1.408
H -6.049 -3.376 -3.119
H -5.079 -1.902 -3.319
H -5.628 -2.372 -1.711
```

Calculated values
molecular weight: 810.75 Da
energy above the lowest of the compared OMol25 structures with the same formula, charge and spin: 0.995 eV
LUMO energy: 3.80 eV
frontier orbital gap: 5.07 eV
charge: -2

=====

(2)
ORCA calculation (ωB97M-V/def2-TZVPD) on 5 unconnected molecules or ions with the total composition C39H59ClF18I3NO16S5.

Structure (XYZ):
```
142
Properties=species:S:1:pos:R:3
C 5.408 6.721 -0.273
C 5.128 5.925 -1.121
C 4.791 4.921 -2.136
C 4.483 3.573 -1.431
I 3.811 2.272 -3.036
C 5.811 3.036 -0.811
C 5.890 3.163 0.715
C 7.356 3.259 1.176
Cl 7.537 4.426 2.529
O 3.488 3.845 -0.487
C 2.695 2.762 -0.116
F 3.546 1.726 0.198
C 1.800 3.120 1.080
C 1.170 4.513 0.747
C 0.270 4.480 -0.513
C 0.831 5.342 -1.656
S -0.353 5.544 -2.969
O 0.102 6.621 -3.795
O -1.684 5.559 -2.469
O -0.195 4.189 -3.798
C 2.664 3.266 2.371
I 3.193 5.221 3.005
C 3.112 2.241 3.106
C 2.858 0.779 2.847
I 4.325 2.496 4.805
N 0.639 2.226 1.192
C -0.145 2.344 2.380
C -1.348 2.914 2.382
C 0.649 0.901 0.576
C -0.107 0.745 -0.753
C -1.616 0.894 -0.652
F -2.086 0.450 0.534
F -1.949 2.213 -0.749
C -2.326 0.150 -1.814
F -2.180 -1.177 -1.671
F -1.653 0.502 -2.941
C -3.811 0.489 -2.148
F -4.085 -0.218 -3.268
F -3.919 1.783 -2.473
C -4.900 0.084 -1.089
F -4.327 -0.700 -0.155
F -5.850 -0.669 -1.672
C -5.567 1.255 -0.311
F -6.199 0.719 0.740
F -4.556 2.005 0.177
C -6.550 2.233 -1.057
F -5.890 3.337 -1.412
F -7.489 2.606 -0.154
C -7.347 1.746 -2.299
F -6.540 1.332 -3.284
F -7.985 2.840 -2.757
C -8.453 0.649 -2.012
F -8.389 -0.288 -2.953
F -8.357 0.112 -0.807
F -9.659 1.214 -2.118
H 5.636 7.265 0.614
H 5.631 4.797 -2.815
H 3.916 5.287 -2.671
H 5.938 2.000 -1.124
H 6.630 3.594 -1.263
H 5.364 4.039 1.079
H 5.487 2.256 1.162
H 7.704 2.306 1.561
H 8.017 3.603 0.384
H 2.060 2.461 -0.952
H 0.548 4.836 1.579
H 1.929 5.272 0.592
H 0.165 3.473 -0.906
H -0.731 4.845 -0.292
H 1.175 6.323 -1.339
H 1.640 4.777 -2.115
H 0.716 4.127 -4.126
H 3.359 0.178 3.601
H 1.807 0.516 2.917
H 3.232 0.442 1.883
H 0.263 1.982 3.324
H -2.069 2.624 3.138
H -1.657 3.651 1.652
H 1.647 0.496 0.409
H 0.190 0.195 1.272
H 0.101 -0.277 -1.084
H 0.274 1.400 -1.534
O 2.764 -3.243 -1.155
S 1.790 -2.548 -1.940
O 1.082 -1.439 -1.366
O 0.752 -3.584 -2.526
C 0.117 -4.500 -1.592
C -0.999 -3.836 -0.813
C 2.495 -2.040 -3.469
H 0.866 -4.930 -0.934
H -0.277 -5.305 -2.208
H -0.611 -3.085 -0.125
H -1.536 -4.587 -0.234
H -1.698 -3.338 -1.485
H 3.005 -2.881 -3.930
H 3.201 -1.246 -3.234
H 1.702 -1.664 -4.110
O -13.759 -4.224 -0.683
S -12.526 -4.187 -1.408
O -11.289 -4.405 -0.724
O -12.448 -2.820 -2.214
C -12.666 -1.596 -1.478
C -11.451 -1.180 -0.676
C -12.617 -5.259 -2.799
H -13.548 -1.702 -0.845
H -12.898 -0.849 -2.235
H -11.262 -1.879 0.138
H -11.598 -0.188 -0.247
H -10.565 -1.165 -1.305
H -13.539 -5.058 -3.337
H -12.611 -6.277 -2.415
H -11.748 -5.087 -3.429
O 7.594 1.938 3.403
S 8.969 1.730 3.744
O 9.947 1.623 2.705
O 9.070 0.465 4.699
C 8.433 -0.756 4.257
C 9.250 -1.490 3.214
C 9.482 2.941 4.908
H 7.429 -0.530 3.897
H 8.332 -1.359 5.158
H 9.290 -0.936 2.278
H 8.804 -2.466 3.017
H 10.274 -1.632 3.560
H 8.751 2.987 5.710
H 9.526 3.889 4.376
H 10.465 2.670 5.284
O 0.953 -6.852 0.277
S 1.834 -7.557 1.162
O 3.063 -8.087 0.664
O 1.013 -8.708 1.883
C 0.260 -9.620 1.049
C 1.137 -10.669 0.399
C 2.152 -6.577 2.585
H -0.303 -9.051 0.308
H -0.458 -10.084 1.722
H 1.805 -10.228 -0.339
H 0.514 -11.411 -0.100
H 1.754 -11.169 1.147
H 1.208 -6.210 2.978
H 2.781 -5.748 2.263
H 2.674 -7.186 3.317
```

Calculated values
molecular weight: 1716.36 Da
LUMO energy: -0.10 eV
frontier orbital gap: 8.49 eV
charge: 0